1.
27
Properties=species:S:1:pos:R:3 method="wB97M-V/def2-TZVPD" e_tot_ha=-788.7776 spin_multiplicity=1 charge=0 orbital_gap_ha=0.338 smiles=Cc1ccccc1.CCSC
C 1.892 -0.656 -1.474
C 0.932 -1.373 -2.421
C 3.343 -1.379 0.859
S 3.075 -1.945 -0.851
H 2.606 0.033 -1.931
H 1.383 -0.126 -0.675
H 0.074 -0.786 -2.752
H 0.635 -2.248 -1.840
H 3.173 -2.239 1.487
H 4.290 -0.869 1.012
H 2.577 -0.630 1.017
H 1.349 -1.734 -3.364
C -0.064 2.398 1.123
C -3.185 0.865 -0.368
C -2.214 1.697 0.048
C -3.153 -0.447 0.250
C -1.082 1.326 0.804
C -2.202 -0.760 1.158
C -1.069 0.088 1.390
H -4.006 0.947 -1.062
H -2.226 2.757 -0.218
H -4.041 -1.044 0.082
H -2.195 -1.693 1.710
H -0.483 2.922 1.994
H 0.106 3.160 0.368
H -0.412 -0.350 2.129
H 0.898 2.085 1.527


2.
47
Properties=species:S:1:pos:R:3 method="wB97M-V/def2-TZVPD" e_tot_ha=-1794.3411 spin_multiplicity=1 charge=0 orbital_gap_ha=0.289 smiles="COc1ccc(-n2c(=O)c(C(=O)C3C(=O)CCCC3=O)nc3c(Cl)cccc32)cc1"
O -0.085 -1.120 -0.286
O -3.141 0.336 -0.524
O -2.369 -3.227 0.401
O -4.367 -0.146 3.005
Cl -1.474 4.661 2.530
N -1.195 1.918 1.217
O 5.418 -1.123 -2.979
C -0.060 0.039 0.160
C -2.558 -0.030 0.473
C -3.211 -2.380 0.364
C -4.351 -0.838 1.947
C -1.252 0.734 0.663
C 2.475 3.735 1.970
C 1.295 4.406 2.328
C 3.828 -1.744 -1.326
C 3.878 0.543 -2.274
C 2.860 -1.226 -0.415
C 2.818 0.971 -1.473
C 2.430 2.469 1.391
C 0.090 3.773 2.068
C 0.130 2.482 1.409
C 4.354 -0.792 -2.263
C 2.336 0.105 -0.488
C 1.252 1.857 1.021
N 1.251 0.514 0.440
C 5.628 -0.533 -4.269
C -3.054 -1.268 1.204
C -4.441 -2.738 -0.322
C -5.725 -1.418 1.300
C -5.566 -2.813 0.689
H 3.429 4.096 2.415
H 1.318 5.360 2.841
H 4.192 -2.696 -1.192
H 4.162 1.176 -3.053
H 2.451 -1.928 0.322
H 2.408 1.924 -1.477
H 3.507 2.025 1.347
H 5.528 0.524 -4.254
H 4.824 -0.855 -4.945
H 6.653 -0.774 -4.544
H -2.351 -1.571 2.017
H -4.309 -3.677 -0.831
H -4.647 -1.986 -1.099
H -6.127 -0.721 0.553
H -6.474 -1.406 2.166
H -6.515 -3.163 0.274
H -5.245 -3.476 1.498


3.
57
Properties=species:S:1:pos:R:3 method="wB97M-V/def2-TZVPD" e_tot_ha=-2067.5239 spin_multiplicity=3 charge=0 orbital_gap_ha="0.258 / 0.232"
Pt -1.259 -0.435 1.359
O 5.541 -2.383 -0.617
C 5.167 -2.314 0.745
C 3.712 -1.962 0.856
C 3.191 -1.524 2.067
C 1.846 -1.219 2.136
N 1.036 -1.308 1.088
C 1.517 -1.723 -0.085
C 2.859 -2.070 -0.229
C 0.568 -1.750 -1.233
C 0.946 -2.210 -2.491
C 0.034 -2.170 -3.533
C 0.411 -2.638 -4.911
O 1.477 -3.564 -4.819
C -1.235 -1.670 -3.279
C -1.533 -1.248 -1.996
N -0.660 -1.290 -1.000
H 6.465 -2.635 -0.672
H 5.754 -1.561 1.282
H 5.331 -3.278 1.242
H 3.827 -1.415 2.937
H 1.396 -0.881 3.062
H 3.268 -2.405 -1.170
H 1.928 -2.616 -2.680
H 0.709 -1.763 -5.503
H -0.466 -3.082 -5.390
H 1.710 -3.860 -5.702
H -1.981 -1.620 -4.063
H -2.520 -0.869 -1.754
O -3.036 -4.041 2.959
S -2.504 -2.746 3.378
N -1.624 -2.025 2.416
C -4.164 0.353 1.365
Si -3.096 1.924 1.332
C -3.272 2.731 3.034
C -3.856 3.033 0.000
N -1.447 1.512 0.919
C -0.414 2.412 0.736
C 0.843 1.979 0.276
C 1.888 2.863 0.093
C 1.727 4.219 0.348
C 0.489 4.673 0.779
C -0.562 3.792 0.964
H -5.197 0.630 1.137
H -4.167 -0.115 2.351
H -3.852 -0.400 0.638
H -4.328 2.816 3.302
H -2.837 3.731 3.076
H -2.780 2.130 3.802
H -4.924 3.182 0.171
H -3.735 2.569 -0.981
H -3.385 4.017 -0.047
H 0.978 0.928 0.060
H 2.846 2.492 -0.254
H 2.547 4.911 0.211
H 0.338 5.726 0.984
H -1.518 4.167 1.307


4.
81
Properties=species:S:1:pos:R:3 method="wB97M-V/def2-TZVPD" e_tot_ha=-3847.5068 spin_multiplicity=1 charge=0 orbital_gap_ha=0.289
Y -0.085 -0.093 -0.157
C -5.744 -0.001 -0.932
C -5.003 -1.163 -1.581
S -3.229 -1.001 -1.869
C -3.082 0.414 -2.982
C -3.228 1.822 -2.391
S -2.212 2.110 -0.920
C -3.342 2.768 0.343
C -4.789 2.301 0.392
S -5.032 0.525 0.653
H -6.778 -0.308 -0.765
H -5.779 0.855 -1.603
H -5.499 -1.424 -2.519
H -5.066 -2.042 -0.935
H -3.775 0.305 -3.819
H -2.072 0.314 -3.388
H -4.262 2.046 -2.150
H -2.916 2.538 -3.153
H -3.337 3.858 0.262
H -2.841 2.510 1.277
H -5.343 2.605 -0.496
H -5.262 2.820 1.228
C 4.337 -1.550 -0.120
N 3.744 -1.274 1.172
C 4.322 -0.544 2.183
C 3.382 -0.408 3.142
N 2.232 -1.038 2.720
B 0.897 -0.903 3.560
N 0.031 -2.168 3.357
C 0.386 -3.408 3.842
C -0.489 -4.317 3.368
N -1.390 -3.620 2.588
C -2.481 -4.194 1.828
C -1.054 -2.311 2.579
S -1.969 -1.129 1.729
C 2.465 -1.555 1.506
S 1.387 -2.404 0.454
H 5.325 -1.099 -0.145
H 3.719 -1.112 -0.904
H 4.413 -2.623 -0.287
H 5.335 -0.190 2.122
H 3.425 0.083 4.097
H 1.236 -0.839 4.718
H 0.295 0.069 3.192
H 1.238 -3.529 4.487
H -0.566 -5.379 3.514
H -2.562 -5.247 2.088
H -2.290 -4.090 0.761
H -3.411 -3.682 2.066
O 2.158 1.841 -3.199
C 1.638 1.522 -2.150
O 0.435 1.047 -2.005
C 2.406 1.594 -0.790
O 3.336 2.352 -0.616
O 1.924 0.766 0.091
N -0.250 -1.635 -2.186
C 0.301 -1.893 -3.158
C 1.080 -2.088 -4.344
C 1.679 -0.952 -4.898
C 2.475 -1.105 -6.020
C 2.663 -2.362 -6.578
C 2.061 -3.483 -6.019
C 1.265 -3.353 -4.895
H 1.541 0.021 -4.437
H 2.955 -0.237 -6.452
H 3.288 -2.473 -7.455
H 2.217 -4.459 -6.458
H 0.795 -4.215 -4.443
N -0.292 1.921 1.410
C 0.343 2.707 1.951
C 1.152 3.641 2.675
C 2.477 3.830 2.288
C 3.257 4.714 3.016
C 2.725 5.391 4.104
C 1.402 5.193 4.481
C 0.607 4.315 3.767
H 2.881 3.295 1.435
H 4.287 4.873 2.726
H 3.344 6.079 4.665
H 0.993 5.721 5.332
H -0.422 4.140 4.050


5.
21
Properties=species:S:1:pos:R:3 method="wB97M-V/def2-TZVPD" e_tot_ha=-312.1975 spin_multiplicity=1 charge=0 orbital_gap_ha=0.381 smiles="C=CCCCO.C"
C 3.001 -0.881 0.898
C 1.632 -0.426 -1.667
C 0.367 -0.608 -1.307
C -0.518 0.478 -0.751
C -1.568 -0.016 0.245
C -2.517 1.095 0.662
O -3.494 0.541 1.523
H 3.814 -0.555 0.241
H 3.205 -1.895 1.236
H 2.925 -0.188 1.735
H 2.132 0.532 -1.529
H 2.260 -1.238 -2.024
H -0.075 -1.601 -1.405
H 2.053 -0.885 0.371
H -1.034 0.959 -1.594
H 0.099 1.257 -0.281
H -2.160 -0.822 -0.206
H -1.089 -0.432 1.141
H -1.954 1.899 1.166
H -2.981 1.536 -0.236
H -4.097 1.248 1.780


6.
5
Properties=species:S:1:pos:R:3 method="wB97M-V/def2-TZVPD" e_tot_ha=-1282.4429 spin_multiplicity=1 charge=0 orbital_gap_ha=0.245
F 0.134 0.795 -2.621
Si 0.122 -1.317 0.567
I 2.180 0.104 0.722
I -1.192 -0.600 2.569
I -1.245 1.018 -1.238


7.
81
Properties=species:S:1:pos:R:3 method="wB97M-V/def2-TZVPD" e_tot_ha=-7323.3639 spin_multiplicity=1 charge=+2 orbital_gap_ha="0.193 / 0.195"
N -4.341 5.036 -3.744
C -3.950 5.409 -2.526
C -2.750 4.958 -1.952
C -1.941 4.056 -2.680
C -2.312 3.791 -4.019
C -3.551 4.252 -4.476
C -0.950 3.235 -1.965
Sn 1.309 2.517 -2.314
P 4.046 1.160 -0.823
C -0.825 1.863 -2.420
C -0.676 0.719 -1.518
C 0.090 -0.348 -2.027
C 0.395 -1.426 -1.263
C -0.177 -1.602 0.102
C -1.020 -0.461 0.567
C -1.197 0.661 -0.195
Br 1.351 -1.776 1.327
H -0.825 3.516 -0.915
H -1.281 1.603 -3.386
H -2.511 5.237 -0.925
H -1.717 3.153 -4.671
H -4.609 6.076 -1.966
H -3.908 3.965 -5.472
H 0.484 -0.263 -3.054
H -1.777 1.517 0.180
H 1.136 -2.163 -1.609
H -1.385 -0.510 1.593
P -1.293 -3.128 0.039
C 3.013 2.119 0.406
C 3.912 3.200 1.016
H 2.681 1.437 1.203
H 2.110 2.578 -0.064
H 3.293 3.935 1.543
H 4.611 2.774 1.747
H 4.510 3.726 0.264
C 3.279 -0.006 -2.021
C 4.221 -1.068 -2.622
H 2.915 0.622 -2.855
H 2.436 -0.487 -1.512
H 3.731 -1.505 -3.501
H 5.168 -0.622 -2.954
H 4.451 -1.894 -1.935
C 4.463 -0.186 0.430
C 5.607 0.062 1.399
H 4.642 -1.119 -0.123
H 3.537 -0.355 1.002
H 5.593 -0.735 2.152
H 6.579 0.020 0.891
H 5.523 1.011 1.939
C -1.469 -3.680 1.717
C -1.346 -5.183 2.023
H -2.442 -3.314 2.075
H -0.690 -3.147 2.286
H -2.313 -5.586 2.362
H -0.996 -5.765 1.163
H -0.633 -5.358 2.844
C -0.336 -4.284 -0.961
C -0.470 -4.093 -2.471
H -0.669 -5.297 -0.701
H 0.700 -4.178 -0.611
H -1.404 -4.537 -2.836
H -0.440 -3.043 -2.782
H 0.353 -4.606 -2.981
C -2.876 -2.701 -0.769
C -4.150 -2.923 0.045
H -2.926 -3.271 -1.707
H -2.801 -1.638 -1.052
H -4.957 -2.352 -0.431
H -4.451 -3.978 0.048
H -4.050 -2.568 1.078
Br -3.156 -0.696 6.070
C -1.938 0.604 5.400
C -2.072 1.956 5.751
C -1.176 2.880 5.213
C -0.163 2.406 4.359
N -0.057 1.133 4.025
C -0.889 0.218 4.522
H -2.868 2.247 6.429
H -1.232 3.940 5.423
H 0.577 3.088 3.945
H -0.750 -0.825 4.231


8.
8
Properties=species:S:1:pos:R:3 method="wB97M-V/def2-TZVPD" e_tot_ha=-245.6290 spin_multiplicity=1 charge=-1 orbital_gap_ha=0.256
C -1.060 0.052 -0.283
N 1.097 0.622 -0.088
O 1.475 -0.701 -0.024
O -1.043 -1.153 0.091
H -1.145 0.580 -1.331
H -1.184 0.862 0.444
H 1.183 0.929 0.918
H 0.677 -1.190 0.273


9.
22
Properties=species:S:1:pos:R:3 method="wB97M-V/def2-TZVPD" e_tot_ha=-366.7206 spin_multiplicity=1 charge=+1 orbital_gap_ha=0.345
C 0.434 3.318 0.638
C 0.932 1.890 0.847
C -0.130 0.867 0.438
C 0.303 -0.142 -0.558
C 1.352 -0.222 -1.351
C -1.035 -1.769 -1.776
N -0.728 -1.181 -0.701
H 0.174 3.499 -0.395
H -0.414 3.512 1.308
H 1.127 4.035 1.096
H 1.849 1.792 0.279
H 1.147 1.770 1.903
H -0.515 0.365 1.328
H -1.052 1.353 0.105
H 1.403 -0.948 -2.156
H 2.218 0.407 -1.337
H -1.701 -2.620 -1.822
H -0.694 -1.396 -2.745
H -1.041 -1.480 0.240
H -1.599 -2.787 2.285
H -0.102 -2.961 1.984
O -0.878 -2.445 1.736


10.
74
Properties=species:S:1:pos:R:3 method="wB97M-V/def2-TZVPD" e_tot_ha=-8504.3654 spin_multiplicity=1 charge=+2 orbital_gap_ha=0.227
Au -0.030 -0.989 -0.928
C 4.783 0.827 3.551
Si 3.833 -0.771 3.371
C 4.914 -2.253 3.716
C 2.358 -0.789 4.506
C 3.417 -0.884 1.494
C 4.520 -1.021 0.657
C 4.412 -1.126 -0.730
C 3.157 -1.084 -1.278
N 2.077 -0.931 -0.497
C 2.160 -0.841 0.859
S 0.633 -0.640 1.680
H 5.134 0.941 4.579
H 4.160 1.694 3.320
H 5.661 0.863 2.902
H 5.242 -2.238 4.758
H 5.812 -2.281 3.097
H 4.368 -3.185 3.558
H 2.739 -0.789 5.531
H 1.744 -1.682 4.382
H 1.718 0.085 4.389
H 5.512 -1.052 1.094
H 5.281 -1.232 -1.363
H 2.982 -1.156 -2.343
C -3.802 -0.782 -2.361
As -2.511 -0.875 -0.926
C -2.914 -2.556 -0.059
C -3.000 0.362 0.492
C -2.789 1.871 0.295
C -3.495 2.554 1.478
C -1.305 2.243 0.405
As 0.027 1.387 -0.710
C -0.078 2.013 -2.535
C 1.697 2.130 -0.116
C -3.388 2.330 -1.043
As -3.703 4.292 -1.291
C -2.059 4.769 -2.255
C -4.816 4.059 -2.882
H -4.780 -0.741 -1.883
H -3.718 -1.686 -2.961
H -3.654 0.092 -2.988
H -3.942 -2.518 0.299
H -2.235 -2.693 0.781
H -2.809 -3.374 -0.767
H -2.452 -0.002 1.366
H -4.061 0.167 0.670
H -3.196 2.095 2.422
H -4.577 2.463 1.378
H -3.259 3.616 1.525
H -0.933 2.071 1.417
H -1.170 3.303 0.169
H -0.074 3.103 -2.528
H -0.974 1.648 -3.030
H 0.802 1.649 -3.064
H 1.588 3.211 -0.226
H 2.511 1.781 -0.747
H 1.873 1.871 0.923
H -4.391 1.901 -1.135
H -2.803 1.954 -1.891
H -1.202 4.813 -1.582
H -2.199 5.771 -2.661
H -1.860 4.087 -3.083
H -5.796 3.679 -2.595
H -4.355 3.381 -3.602
H -4.956 5.030 -3.355
C 1.756 -6.111 -1.403
C 0.293 -5.686 -1.222
C 0.156 -4.237 -1.190
N 0.089 -3.095 -1.172
H 1.804 -7.197 -1.415
H 2.373 -5.748 -0.584
H 2.158 -5.740 -2.344
H -0.122 -6.067 -0.287
H -0.336 -6.054 -2.035


11.
18
Properties=species:S:1:pos:R:3 method="wB97M-V/def2-TZVPD" e_tot_ha=-326.9665 spin_multiplicity=1 charge=0 orbital_gap_ha="0.280 / 0.280"
C 0.047 -1.652 -0.082
C 0.245 1.268 1.696
C -0.091 1.542 -0.711
C -1.034 -1.690 -1.085
N 0.168 0.639 0.393
C 1.024 -0.563 0.135
O 1.541 -0.788 -1.078
H 0.055 -2.493 0.613
H 1.666 -0.727 1.018
H -0.698 1.763 1.949
H 0.447 0.522 2.466
H 1.045 2.022 1.733
H 0.545 2.435 -0.640
H -1.137 1.871 -0.721
H 0.136 1.050 -1.658
H -1.034 -2.670 -1.578
H -0.915 -0.932 -1.856
H -2.010 -1.597 -0.595


What did the tenth record say?
74
Properties=species:S:1:pos:R:3 method="wB97M-V/def2-TZVPD" e_tot_ha=-8504.3654 spin_multiplicity=1 charge=+2 orbital_gap_ha=0.227
Au -0.030 -0.989 -0.928
C 4.783 0.827 3.551
Si 3.833 -0.771 3.371
C 4.914 -2.253 3.716
C 2.358 -0.789 4.506
C 3.417 -0.884 1.494
C 4.520 -1.021 0.657
C 4.412 -1.126 -0.730
C 3.157 -1.084 -1.278
N 2.077 -0.931 -0.497
C 2.160 -0.841 0.859
S 0.633 -0.640 1.680
H 5.134 0.941 4.579
H 4.160 1.694 3.320
H 5.661 0.863 2.902
H 5.242 -2.238 4.758
H 5.812 -2.281 3.097
H 4.368 -3.185 3.558
H 2.739 -0.789 5.531
H 1.744 -1.682 4.382
H 1.718 0.085 4.389
H 5.512 -1.052 1.094
H 5.281 -1.232 -1.363
H 2.982 -1.156 -2.343
C -3.802 -0.782 -2.361
As -2.511 -0.875 -0.926
C -2.914 -2.556 -0.059
C -3.000 0.362 0.492
C -2.789 1.871 0.295
C -3.495 2.554 1.478
C -1.305 2.243 0.405
As 0.027 1.387 -0.710
C -0.078 2.013 -2.535
C 1.697 2.130 -0.116
C -3.388 2.330 -1.043
As -3.703 4.292 -1.291
C -2.059 4.769 -2.255
C -4.816 4.059 -2.882
H -4.780 -0.741 -1.883
H -3.718 -1.686 -2.961
H -3.654 0.092 -2.988
H -3.942 -2.518 0.299
H -2.235 -2.693 0.781
H -2.809 -3.374 -0.767
H -2.452 -0.002 1.366
H -4.061 0.167 0.670
H -3.196 2.095 2.422
H -4.577 2.463 1.378
H -3.259 3.616 1.525
H -0.933 2.071 1.417
H -1.170 3.303 0.169
H -0.074 3.103 -2.528
H -0.974 1.648 -3.030
H 0.802 1.649 -3.064
H 1.588 3.211 -0.226
H 2.511 1.781 -0.747
H 1.873 1.871 0.923
H -4.391 1.901 -1.135
H -2.803 1.954 -1.891
H -1.202 4.813 -1.582
H -2.199 5.771 -2.661
H -1.860 4.087 -3.083
H -5.796 3.679 -2.595
H -4.355 3.381 -3.602
H -4.956 5.030 -3.355
C 1.756 -6.111 -1.403
C 0.293 -5.686 -1.222
C 0.156 -4.237 -1.190
N 0.089 -3.095 -1.172
H 1.804 -7.197 -1.415
H 2.373 -5.748 -0.584
H 2.158 -5.740 -2.344
H -0.122 -6.067 -0.287
H -0.336 -6.054 -2.035